1.
DFT (the ωB97M-V functional and the def2-TZVPD basis) results for one molecule with the formula C7H11NO at a distorted geometry.

Last column: Löwdin charge in e.
CARTESIAN COORDINATES (ANGSTROEM)
C (-1.23819, 1.95693, 0.12088)  -0.0004
C (-1.45409, 0.47875, 0.06795)  -0.2697
O (-2.73970, 0.10312, 0.03890)  -0.0102
N (-2.79630, -1.29277, -0.09512)  0.0646
C (-1.54040, -1.71059, -0.18300)  -0.0888
C (-0.63895, -0.62389, -0.10330)  -0.1604
C (0.87366, -0.76566, -0.12321)  -0.3797
C (1.47073, -0.47124, 1.25108)  -0.0764
C (1.60111, 0.09948, -1.16213)  -0.0805
H (-1.21888, 2.37959, -0.88825)  0.0886
H (-0.33056, 2.29251, 0.67958)  0.0917
H (-2.10212, 2.45437, 0.55538)  0.0804
H (-1.29487, -2.78411, -0.25019)  0.1309
H (1.09590, -1.83485, -0.32857)  0.1383
H (2.53415, -0.73343, 1.30278)  0.0821
H (1.35806, 0.58973, 1.50444)  0.0790
H (1.02191, -1.08769, 1.98544)  0.0634
H (1.65914, 1.19867, -0.96139)  0.0844
H (2.64934, -0.22362, -1.26915)  0.0768
H (1.09005, -0.02531, -2.14213)  0.0858

Forces on the atoms, in the same order (eV/Å):
0.4 0.5 0.2
0.7 -0.4 -0.5
0.5 -1.2 0.1
0.6 -0.3 -0.1
-1.2 0.7 0.3
0.4 0.6 0.2
0.3 0.3 0.3
0.6 0.3 -0.3
-0.2 0.2 -1.0
0.4 -0.2 0.0
-0.7 -0.5 -0.5
-0.1 -0.2 0.4
-0.4 0.8 -0.1
-0.2 0.6 -0.2
0.0 0.3 -0.3
0.0 -0.2 0.1
-0.7 -0.4 0.9
-0.4 -0.9 0.2
-0.4 0.0 0.0
0.5 0.2 0.4

Properties
HOMO ... -0.3350 hartree
ΔE to the lowest compared entry with this formula, charge and spin ... 160.8 kJ/mol
Kohn-Sham gap ... 10.0 eV
SMILES ... Cc1oncc1C(C)C

2.
DFT (the ωB97M-V functional and the def2-TZVPD basis) results for a 2-piece molecular cluster, C2H7IN overall at a distorted geometry.

Last column: Löwdin charge in e.
CARTESIAN COORDINATES (ANGSTROEM)
C (0.64643, 1.01588, 0.22960)  -0.0168
C (0.50665, -0.47574, 0.06123)  -0.0583
N (1.50541, -1.27815, -0.08620)  0.2474
I (-3.16074, 0.34361, -0.08785)  0.4788
H (0.56817, 1.30626, -0.79716)  0.1012
H (-0.33140, 1.49457, 0.68120)  0.1091
H (1.57914, 1.33426, 0.63350)  0.0880
H (-0.53050, -0.80659, 0.14261)  0.0572
H (1.53724, -2.21791, -0.42559)  0.1567
H (2.43584, -0.98325, -0.03982)  0.1327
H (-4.75624, 0.26705, -0.31151)  -0.2959

Forces on the atoms, in the same order (eV/Å):
-2.6 -0.9 0.6
0.1 1.0 1.1
-1.2 0.2 -0.4
-0.3 0.1 0.0
0.2 0.6 -1.1
2.2 -1.1 -0.4
0.5 0.4 0.4
0.4 -0.7 -0.7
-1.2 -0.9 0.2
1.6 1.4 0.2
0.2 0.0 0.0

Properties
HOMO ... -0.4950 hartree
ΔE to the lowest compared entry with this formula, charge and spin ... 38.3 kJ/mol
Total charge ... +1
Kohn-Sham gap ... 8.2 eV

3.
DFT (the ωB97M-V functional and the def2-TZVPD basis) results for a 2-piece molecular cluster, CH3BBr2 overall at a distorted geometry.

Last column: Löwdin charge in e.
CARTESIAN COORDINATES (ANGSTROEM)
B (1.25551, 1.43088, 0.04771)  -0.6188
C (-2.09372, -1.39762, -0.08171)  -0.5275
Br (-1.86883, -2.68365, -1.29301)  0.6422
Br (1.43225, 0.47339, 1.62011)  0.6779
H (0.31024, 2.00850, -0.51813)  -0.0016
H (2.30279, 1.61221, -0.46825)  -0.0551
H (-1.33823, -1.44372, 0.69329)  -0.1171

Forces on the atoms, in the same order (eV/Å):
0.0 1.5 -1.7
-1.1 1.5 0.4
0.4 -0.9 -0.6
-0.5 -0.5 0.8
0.4 -1.0 1.1
0.1 -0.1 -0.2
0.7 -0.5 0.2

Properties
HOMO (spin up / spin down) ... -0.3264 / -0.3264 hartree
ΔE to the lowest compared entry with this formula, charge and spin ... 420.2 kJ/mol
Kohn-Sham gap (spin up / spin down) ... 7.9 / 7.9 eV

4.
DFT (the ωB97M-V functional and the def2-TZVPD basis) results for one molecule with the formula C16H19F2N3O3S2 at a distorted geometry.

Last column: Löwdin charge in e.
CARTESIAN COORDINATES (ANGSTROEM)
C (6.61101, 1.50577, -0.16770)  -0.1193
O (6.00449, 0.24057, -0.07912)  -0.2010
C (4.62177, 0.23270, 0.27354)  -0.2409
C (3.95646, -1.09722, 0.61457)  -0.1738
C (2.53425, -1.04173, 1.22826)  -0.2111
N (1.56856, -2.05213, 0.70684)  -0.1015
C (0.03930, -1.94532, 0.83589)  -0.1622
C (-0.50153, -0.70809, 0.14566)  -0.1928
C (0.22619, -0.22136, -0.93964)  0.0070
C (-0.46258, 0.88781, -1.49481)  -0.2649
S (0.39088, 1.63569, -2.81713)  0.6716
N (1.86201, 2.05276, -2.01522)  -0.0915
O (0.95986, 0.80454, -3.89671)  -0.3267
O (-0.07504, 2.98023, -3.13684)  -0.3309
C (-1.69487, 1.39928, -1.05581)  -0.1254
N (-2.38985, 0.89176, -0.12229)  0.0689
C (-1.81895, -0.15819, 0.47732)  -0.4741
S (-2.68732, -0.62263, 1.93295)  1.0272
C (-4.37504, -0.49164, 1.31410)  -0.5034
C (-4.97507, -1.69557, 1.07989)  -0.1312
C (-6.28244, -1.75771, 0.67639)  0.0078
C (-7.03058, -0.59150, 0.50529)  -0.1866
F (-8.39149, -0.69485, 0.30754)  0.0692
C (-6.43139, 0.59485, 0.66025)  -0.2221
F (-7.19799, 1.65879, 0.58865)  0.1178
C (-5.04249, 0.71510, 1.05024)  0.0383
H (5.92780, 2.30276, 0.25214)  0.0998
H (6.89169, 1.63386, -1.21176)  0.0785
H (7.57611, 1.46940, 0.39963)  0.0929
H (4.61657, 0.85479, 1.19764)  0.1259
H (3.94568, 0.66017, -0.47400)  0.1061
H (4.54502, -1.69201, 1.27460)  0.0983
H (3.90044, -1.64987, -0.31530)  0.1080
H (2.68296, -1.07593, 2.29106)  0.0932
H (2.03426, 0.02999, 0.96130)  0.1547
H (1.84439, -3.05452, 0.83272)  0.1222
H (-0.40408, -2.95298, 0.55874)  0.1418
H (-0.16681, -1.71832, 1.96133)  0.1100
H (1.09476, -0.75244, -1.37771)  0.1478
H (1.64357, 2.95732, -1.57226)  0.0693
H (2.47085, 2.10702, -2.85115)  0.0694
H (-2.19795, 2.08763, -1.62806)  0.1035
H (-4.55588, -2.64058, 1.28391)  0.0956
H (-6.68677, -2.72947, 0.43505)  0.1250
H (-4.58076, 1.64127, 1.31001)  0.1097

Forces on the atoms, in the same order (eV/Å):
0.1 0.1 0.7
-0.9 -1.7 -0.1
-0.3 1.3 1.7
-0.1 -0.8 -1.0
-1.8 2.5 -1.5
-0.5 -1.3 -0.7
1.8 0.6 3.1
-1.0 -1.0 -0.4
-2.7 0.8 0.1
0.8 -0.6 -0.7
4.5 2.8 -1.6
-0.8 -0.7 -0.1
-2.3 0.2 1.7
-1.7 -1.5 -0.1
2.5 -0.8 -2.5
-0.2 -2.0 2.1
1.8 0.2 0.5
-0.3 -0.5 0.2
0.8 1.3 -0.1
-1.4 -0.3 -0.1
-0.8 0.2 -0.6
-1.3 -2.9 0.0
1.6 0.4 -0.1
2.7 1.5 1.1
-0.3 1.3 -0.2
-1.7 -1.9 0.2
0.9 -0.6 -0.6
-0.2 0.7 -0.1
-0.8 0.2 -0.2
-0.6 0.0 -0.4
0.4 0.5 -0.2
0.8 -0.4 0.5
-0.1 -0.3 -0.3
-0.4 0.0 0.8
1.2 -2.3 0.7
-0.2 1.6 0.0
0.4 1.5 0.2
0.0 -0.9 -1.6
-0.5 0.8 0.6
0.7 -0.4 -0.5
-0.1 0.5 0.9
-0.5 2.2 -1.3
1.1 -0.7 0.1
-0.4 0.1 0.2
0.0 0.5 -0.2

Properties
HOMO ... -0.3305 hartree
Kohn-Sham gap ... 8.4 eV
SMILES ... COCCCNCc1cc(S(N)(=O)=O)cnc1Sc1ccc(F)c(F)c1

5.
DFT (the ωB97M-V functional and the def2-TZVPD basis) results for C2HHgLi2O2 as an isolated structure at a distorted geometry.

Last column: Löwdin charge in e.
CARTESIAN COORDINATES (ANGSTROEM)
O (1.87807, -0.52392, 1.14393)  -0.2236
C (0.82723, 0.34447, 0.85894)  -0.2992
C (-0.47820, -0.06224, 0.76961)  -0.4011
Hg (-0.34130, -2.76499, -2.40402)  0.2824
Li (-0.01140, 0.56749, -1.79315)  0.3666
H (-0.15942, -0.05601, 2.06146)  0.2043
Li (-0.34179, 1.89499, -0.65830)  0.4990
O (-1.37320, 0.60020, 0.02152)  -0.4283

Forces on the atoms, in the same order (eV/Å):
-4.4 5.3 -1.6
7.3 -6.5 0.4
-0.5 2.7 0.7
0.0 0.1 0.0
0.1 -2.6 -0.8
-2.3 0.1 -1.7
-0.5 2.2 2.7
0.3 -1.3 0.2

Properties
2S+1 ... 2
HOMO (spin up / spin down) ... -0.2267 / -0.2857 hartree
ΔE to the lowest compared entry with this formula, charge and spin ... 372.3 kJ/mol
Kohn-Sham gap (spin up / spin down) ... 4.9 / 6.6 eV

6.
DFT (the ωB97M-V functional and the def2-TZVPD basis) results for a 4-piece molecular cluster, C31H52F9IN3O5PS overall at a distorted geometry.

Last column: Löwdin charge in e.
CARTESIAN COORDINATES (ANGSTROEM)
C (-1.12030, -2.96470, 0.91310)  0.0172
C (-0.56058, -2.68774, -0.34659)  -0.1247
C (-0.03347, -1.30479, -0.58224)  -0.1770
C (-0.92866, -0.31553, -1.14265)  -0.1829
N (-2.27298, -0.74655, -1.40490)  0.0920
C (-0.53993, 0.96543, -1.37531)  -0.0688
C (-1.42914, 2.07849, -1.93365)  -0.1117
C (-2.51784, 1.68109, -2.96096)  -0.1662
C (-3.97885, 1.56046, -2.46561)  -0.1869
C (-4.36612, 2.46197, -1.28784)  -0.0832
C (-5.77847, 2.15550, -0.72446)  -0.4412
F (-6.34632, 1.05450, -1.24784)  0.1204
F (-6.56811, 3.20752, -1.14432)  0.0882
C (-5.83925, 2.21777, 0.83184)  -0.4452
F (-5.06808, 3.20483, 1.28609)  0.1413
F (-7.09583, 2.54497, 1.18548)  0.1209
S (-5.42068, 0.61821, 1.74037)  0.8023
F (-6.73097, -0.08542, 1.21535)  -0.1092
F (-4.52374, 0.06147, 0.54697)  -0.1351
F (-4.08443, 1.28297, 2.34516)  -0.1503
F (-6.18497, 1.17577, 3.03194)  -0.1358
F (-5.09710, -0.70430, 2.55463)  -0.1230
C (0.81688, 1.30958, -1.02598)  -0.1376
N (1.19318, 2.61218, -1.21446)  0.1940
C (2.41328, 2.90581, -0.85387)  -0.2993
C (2.85154, 4.35110, -1.00956)  -0.6054
I (2.90847, 5.20458, 0.97842)  0.9128
C (4.14461, 4.53865, -1.87150)  -0.2587
C (5.37142, 5.11871, -1.12095)  -0.1783
C (3.29423, 1.90629, -0.33306)  -0.3250
O (4.56537, 2.31564, 0.01595)  0.0163
N (3.00889, 0.65601, -0.13915)  0.2109
C (1.71073, 0.38747, -0.49176)  -0.1910
C (1.23760, -0.94341, -0.29439)  -0.2100
P (2.31267, -2.27065, 0.37015)  0.7540
O (2.38987, -3.44524, -0.54589)  -0.4469
H (-0.49704, -3.22727, 1.77886)  0.0422
H (-2.20204, -2.88225, 1.09102)  0.0588
H (-0.50721, -3.45153, -1.13439)  0.1211
H (-2.31959, -1.35505, -2.21566)  0.1068
H (-2.64898, -1.25199, -0.61198)  0.0667
H (-1.77691, 2.66043, -1.07075)  0.1160
H (-0.74109, 2.74237, -2.47143)  0.1021
H (-2.22969, 0.71901, -3.39930)  0.1041
H (-2.49758, 2.41078, -3.78252)  0.1000
H (-4.62732, 1.85239, -3.31094)  0.1188
H (-4.25773, 0.52372, -2.26445)  0.0895
H (-4.31157, 3.52956, -1.52095)  0.1420
H (-3.68109, 2.24139, -0.45479)  0.1037
H (2.04054, 4.85433, -1.54140)  0.0765
H (4.45980, 3.59308, -2.32481)  0.1105
H (3.93406, 5.27750, -2.65606)  0.1042
H (5.20663, 6.15024, -0.79297)  0.0470
H (5.62906, 4.52946, -0.23736)  0.0358
H (6.23339, 5.06663, -1.80017)  0.0765
H (4.51744, 2.65636, 0.92210)  0.0817
H (1.81876, -2.67940, 1.63171)  0.0209
H (3.62502, -1.76151, 0.49236)  0.0192
C (-2.71791, 5.30207, -7.51788)  -0.0791
C (-2.08947, 5.30000, -6.13457)  -0.2819
O (-1.26044, 4.17855, -5.88422)  -0.1722
C (-0.14671, 4.01483, -6.74514)  -0.2796
C (0.82415, 5.18300, -6.72072)  -0.0786
H (-3.30401, 4.39422, -7.67129)  0.0820
H (-3.37264, 6.16676, -7.63408)  0.0775
H (-1.96688, 5.34528, -8.30778)  0.0653
H (-2.88152, 5.26285, -5.38532)  0.1160
H (-1.53685, 6.22886, -5.95622)  0.1064
H (-0.48444, 3.80929, -7.76679)  0.1070
H (0.36833, 3.11636, -6.40274)  0.1183
H (0.35970, 6.10940, -7.06118)  0.0655
H (1.67692, 4.97828, -7.36936)  0.0775
H (1.18979, 5.35267, -5.70622)  0.0777
C (0.08715, -6.62192, 6.59782)  -0.0741
C (0.14273, -5.18018, 6.12126)  -0.2861
O (0.29912, -5.04696, 4.71991)  -0.1750
C (-0.72272, -5.61385, 3.91742)  -0.2763
C (-2.09789, -5.02460, 4.17967)  -0.0782
H (0.98858, -7.15812, 6.29476)  0.0762
H (0.00580, -6.65768, 7.68509)  0.0784
H (-0.76809, -7.15683, 6.18272)  0.0667
H (1.00899, -4.69107, 6.56940)  0.1129
H (-0.73731, -4.62310, 6.46048)  0.1078
H (-0.73321, -6.70344, 4.03055)  0.1095
H (-0.44314, -5.41509, 2.88125)  0.1075
H (-2.43198, -5.20095, 5.20295)  0.0656
H (-2.83311, -5.46791, 3.50662)  0.0793
H (-2.08556, -3.94430, 4.02094)  0.0763
C (6.04661, -3.23363, 3.44033)  -0.0773
C (4.58818, -2.99941, 3.79654)  -0.2840
O (3.68942, -3.85645, 3.11727)  -0.1955
C (3.85481, -5.24718, 3.33616)  -0.2643
C (3.70164, -5.65969, 4.78932)  -0.0676
H (6.19947, -3.11848, 2.36567)  0.0810
H (6.68319, -2.51915, 3.96449)  0.0765
H (6.37735, -4.23650, 3.71326)  0.0658
H (4.31197, -1.98295, 3.50952)  0.1131
H (4.43501, -3.06855, 4.87918)  0.1073
H (4.81669, -5.58211, 2.93277)  0.1082
H (3.08277, -5.73854, 2.74339)  0.1216
H (4.45649, -5.19859, 5.42899)  0.0685
H (3.79726, -6.74236, 4.88584)  0.0811
H (2.72202, -5.35976, 5.16526)  0.0519

Forces on the atoms, in the same order (eV/Å):
0.0 0.0 -0.2
-0.1 0.1 0.7
1.4 -0.3 -0.1
-0.6 -1.5 0.3
-0.1 0.4 -0.1
0.3 0.3 0.0
0.6 -0.3 -0.4
-0.2 0.0 0.4
-0.7 0.3 -0.8
0.3 -1.4 0.9
0.8 1.6 -1.5
0.0 -0.2 0.6
-0.2 -0.3 0.4
-1.2 0.3 -0.2
0.2 -0.1 -0.2
0.1 -0.5 -0.1
1.0 0.2 1.8
0.2 0.3 -0.3
-0.6 0.0 -0.2
-0.2 -0.4 -0.3
-0.1 -0.3 -0.4
0.0 0.2 -0.2
-0.5 1.0 -0.5
0.6 -0.4 0.4
-0.2 0.5 -0.2
0.3 -0.6 -0.9
-0.2 0.0 -0.1
0.6 0.9 1.0
0.0 -0.4 -0.3
1.2 0.1 0.6
-0.4 -0.1 0.0
-1.2 1.4 -0.6
-0.2 -1.7 0.3
1.3 0.0 0.9
0.6 -1.0 -1.1
-0.5 0.0 -0.1
0.0 2.3 0.4
0.0 -2.4 -0.4
-1.7 0.9 -0.7
0.0 0.0 0.1
0.1 -0.1 -0.1
-0.2 0.0 -0.3
-0.2 -0.1 0.3
-0.1 0.3 -0.1
0.1 -0.1 0.3
0.2 -0.1 0.2
0.3 0.2 0.3
0.0 -0.2 0.1
0.0 0.3 -0.3
0.0 -0.1 0.5
-0.3 0.1 0.0
-0.2 -0.4 0.0
0.0 -0.2 -0.2
-0.1 0.0 -0.2
-0.2 0.2 0.2
0.1 0.0 -0.1
0.1 0.7 0.0
-0.5 0.4 0.6
0.1 -0.1 -0.1
0.0 0.1 -0.1
-0.1 -0.2 0.2
0.1 0.1 -0.1
-0.1 0.1 0.1
0.0 0.0 0.0
0.0 0.0 0.0
0.0 0.1 0.0
0.1 -0.1 0.1
0.0 0.0 -0.1
0.0 0.1 0.0
-0.1 0.0 0.1
0.0 0.0 -0.1
0.0 0.0 0.0
0.0 0.0 0.0
0.0 -0.1 -0.1
-0.1 -0.1 0.1
0.2 0.1 -0.1
-0.1 0.0 0.0
0.0 0.1 0.1
0.0 0.0 0.0
0.0 0.0 0.0
0.0 0.0 0.1
0.0 0.1 -0.1
0.0 0.0 0.0
-0.1 0.0 0.0
0.2 0.0 0.1
0.0 -0.1 0.0
0.0 0.0 0.0
0.0 0.0 0.0
0.0 -0.1 -0.1
0.1 0.0 0.1
-0.2 0.2 -0.2
0.0 -0.1 0.1
0.0 0.2 0.2
0.0 0.0 0.0
0.0 0.0 0.0
0.0 0.0 0.1
-0.1 -0.1 -0.1
0.1 0.0 0.0
0.0 0.0 0.0
0.0 0.2 -0.1
0.1 -0.1 0.0
0.0 0.0 0.0
0.0 0.0 -0.1

Properties
HOMO ... -0.2796 hartree
ΔE to the lowest compared entry with this formula, charge and spin ... 128.0 kJ/mol
Kohn-Sham gap ... 6.8 eV
SMILES ... C=Cc1c(N)c(CCCCC(F)(F)C(F)(F)S(F)(F)(F)(F)F)c2nc([C@@H](I)CC)c(O)nc2c1[PH2]=O.CCOCC.CCOCC.CCOCC

Please write out number 2 again, unchanged.
DFT (the ωB97M-V functional and the def2-TZVPD basis) results for a 2-piece molecular cluster, C2H7IN overall at a distorted geometry.

Last column: Löwdin charge in e.
CARTESIAN COORDINATES (ANGSTROEM)
C (0.64643, 1.01588, 0.22960)  -0.0168
C (0.50665, -0.47574, 0.06123)  -0.0583
N (1.50541, -1.27815, -0.08620)  0.2474
I (-3.16074, 0.34361, -0.08785)  0.4788
H (0.56817, 1.30626, -0.79716)  0.1012
H (-0.33140, 1.49457, 0.68120)  0.1091
H (1.57914, 1.33426, 0.63350)  0.0880
H (-0.53050, -0.80659, 0.14261)  0.0572
H (1.53724, -2.21791, -0.42559)  0.1567
H (2.43584, -0.98325, -0.03982)  0.1327
H (-4.75624, 0.26705, -0.31151)  -0.2959

Forces on the atoms, in the same order (eV/Å):
-2.6 -0.9 0.6
0.1 1.0 1.1
-1.2 0.2 -0.4
-0.3 0.1 0.0
0.2 0.6 -1.1
2.2 -1.1 -0.4
0.5 0.4 0.4
0.4 -0.7 -0.7
-1.2 -0.9 0.2
1.6 1.4 0.2
0.2 0.0 0.0

Properties
HOMO ... -0.4950 hartree
ΔE to the lowest compared entry with this formula, charge and spin ... 38.3 kJ/mol
Total charge ... +1
Kohn-Sham gap ... 8.2 eV